1.
Below is a structure of composition C3H2FN at a distorted geometry, with properties calculated with wB97M-V/def2-TZVPD.

Structure (XYZ):
```
7
Properties=species:S:1:pos:R:3
C 1.116 2.679 1.359
C -0.197 0.121 0.154
C -0.229 1.199 0.925
N 1.933 3.449 1.516
F -1.299 1.512 1.607
H -1.124 -0.445 0.323
H 0.593 -0.390 -0.384
```

Its multiplicity is 1. As for the total energy: -269.988959 Ha. As for the net charge: 0. Its HOMO energy is -11.3558 eV. The value obtained for the relative energy (zero: lowest compared OMol25 entry of this formula, charge and spin) is 2.941 eV.

2.
Below is a structure of composition C11H21AsN2O5P2PtS6 at a distorted geometry, with properties calculated with wB97M-V/def2-TZVPD.

Structure (XYZ):
```
49
Properties=species:S:1:pos:R:3
Pt -0.348 0.801 -0.353
C 3.048 1.209 -2.723
P 2.046 0.861 -1.209
C 3.147 1.465 0.115
C 2.543 -0.960 -1.175
C 1.583 -1.844 -0.408
P -0.177 -1.565 -0.892
C -0.818 -3.297 -0.803
C -0.008 -1.555 -2.746
H 3.969 0.622 -2.693
H 3.267 2.270 -2.766
H 2.470 0.931 -3.605
H 4.151 1.050 -0.008
H 2.730 1.194 1.084
H 3.177 2.550 0.057
H 3.547 -1.040 -0.743
H 2.611 -1.298 -2.214
H 1.635 -1.616 0.657
H 1.823 -2.904 -0.557
H -0.261 -3.898 -1.525
H -1.875 -3.317 -1.062
H -0.685 -3.682 0.203
H 0.644 -2.358 -3.101
H 0.370 -0.587 -3.074
H -0.998 -1.697 -3.183
S -5.787 1.794 -0.645
As -3.742 1.389 -1.088
S -2.647 1.354 0.754
S -3.605 -0.976 -1.381
S -4.846 -1.714 -2.696
C -2.721 -1.315 3.390
N -1.574 -0.445 3.230
C -1.559 0.774 3.844
C -0.529 1.613 3.692
C 0.568 1.233 2.804
O 1.653 1.806 2.846
N 0.356 0.150 1.968
C -0.640 -0.719 2.225
O -0.732 -1.828 1.662
H -2.855 -1.560 4.447
H -2.526 -2.214 2.812
H -3.622 -0.838 2.996
H -2.418 0.992 4.466
H -0.488 2.575 4.177
O 1.510 3.220 -1.600
S 0.089 3.429 -1.262
O -0.332 4.772 -1.602
O -0.208 3.064 0.134
S -0.934 2.109 -2.448
```

Its multiplicity is 5. As for the total energy: -6344.539875 Ha. As for the net charge: -2. Its HOMO energy (alpha / beta) is -0.9117 / -2.3768 eV. The value obtained for the relative energy (zero: lowest compared OMol25 entry of this formula, charge and spin) is 0.801 eV.

3.
Below is an isolated molecule of C8H13N at a distorted geometry, with properties calculated with wB97M-V/def2-TZVPD.

Structure (XYZ):
```
22
Properties=species:S:1:pos:R:3
C 1.029 1.941 -1.156
C 0.802 1.703 0.307
C 0.411 0.200 -0.083
C 0.725 -0.933 0.955
C -0.639 -1.617 1.046
C -1.507 -0.256 1.155
C -1.013 -0.074 -0.285
C -1.037 -1.608 -0.491
N 1.266 0.440 -1.331
H 1.813 2.552 -1.536
H 0.168 2.293 -1.730
H 1.701 1.838 0.926
H -0.104 2.243 0.737
H 1.150 -0.641 1.931
H 1.473 -1.516 0.505
H -0.659 -2.509 1.672
H -1.063 0.478 1.867
H -2.567 -0.541 1.278
H -1.596 0.550 -0.913
H -0.350 -2.133 -1.212
H -2.127 -1.929 -0.725
H 0.675 0.092 -2.166
```

Its multiplicity is 1. As for the total energy: -367.285732 Ha. As for the net charge: 0. Its HOMO energy is -9.0476 eV. The value obtained for the relative energy (zero: lowest compared OMol25 entry of this formula, charge and spin) is 2.487 eV.

4.
Below is an isolated molecule of C23H35N3O3, with properties calculated with wB97M-V/def2-TZVPD.

Structure (XYZ):
```
64
Properties=species:S:1:pos:R:3
C 3.085 -7.252 -1.527
O 2.253 -6.257 -2.068
C 1.225 -5.786 -1.299
C 0.930 -6.202 -0.012
C -0.152 -5.655 0.664
C -0.945 -4.681 0.078
O -2.035 -4.111 0.681
C -2.385 -4.536 1.973
C -0.645 -4.242 -1.223
C -1.444 -3.130 -1.864
N -0.891 -1.797 -1.683
C -0.830 -1.375 -0.298
C -0.552 0.124 -0.229
C 0.786 0.432 -0.921
N 1.220 1.817 -0.900
C 1.809 2.217 0.369
C 2.101 3.711 0.373
C 0.801 4.527 0.318
C 0.334 4.908 1.720
O 0.727 4.376 2.736
N -0.598 5.892 1.722
C -1.210 6.380 2.914
C -2.646 6.804 2.892
C -1.558 7.832 3.030
C -0.310 3.706 -0.361
C 0.301 2.807 -1.438
C 0.718 -0.103 -2.353
C 0.386 -1.593 -2.338
C 0.425 -4.806 -1.889
H 3.818 -7.477 -2.300
H 2.523 -8.161 -1.286
H 3.604 -6.899 -0.629
H 1.520 -6.955 0.486
H -0.359 -6.010 1.661
H -3.273 -3.963 2.240
H -2.625 -5.604 1.997
H -1.591 -4.325 2.697
H -1.515 -3.308 -2.941
H -2.452 -3.123 -1.442
H -1.790 -1.599 0.169
H -0.043 -1.915 0.260
H -1.362 0.653 -0.732
H -0.523 0.440 0.815
H 1.571 -0.129 -0.397
H 2.744 1.660 0.488
H 1.169 1.984 1.234
H 2.731 3.950 -0.485
H 2.642 3.962 1.285
H 0.976 5.446 -0.251
H -0.893 6.305 0.852
H -0.822 5.855 3.777
H -3.261 6.583 3.750
H -3.177 6.753 1.953
H -1.423 8.319 3.982
H -1.358 8.471 2.183
H -0.815 3.084 0.380
H -1.057 4.364 -0.810
H 0.851 3.438 -2.150
H -0.495 2.308 -1.993
H -0.058 0.419 -2.914
H 1.673 0.065 -2.851
H 0.309 -1.960 -3.365
H 1.202 -2.143 -1.835
H 0.660 -4.500 -2.896
```

Its multiplicity is 1. As for the total energy: -1287.353963 Ha. As for the net charge: 0. Its HOMO energy is -7.8201 eV. The value obtained for the relative energy (zero: lowest compared OMol25 entry of this formula, charge and spin) is 3.110 eV.

5.
Below is an isolated molecule of C2H4N6O at a distorted geometry, with properties calculated with wB97M-V/def2-TZVPD.

Structure (XYZ):
```
13
Properties=species:S:1:pos:R:3
H -1.159 -2.615 0.276
N -1.214 -1.683 -0.157
C -0.080 -1.336 -0.518
N 1.017 -2.209 -0.407
N 0.178 -0.118 -1.046
C -0.136 0.868 -0.343
N -0.548 0.900 1.000
N -0.642 2.077 1.382
N -0.443 2.923 0.318
O -0.021 2.178 -0.759
H 0.948 -2.880 0.342
H 1.952 -1.829 -0.584
H 0.149 3.724 0.496
```

Its multiplicity is 1. As for the total energy: -482.282041 Ha. As for the net charge: 0. Its HOMO energy is -9.2084 eV. The value obtained for the relative energy (zero: lowest compared OMol25 entry of this formula, charge and spin) is 1.308 eV.